one:
The following is a DFT calculation (wB97M-V/def2-TZVPD) of a cluster of 2 separate species, CH6NPS in total.

Structure (XYZ):
```
10
Properties=species:S:1:pos:R:3
C -2.12 0.35 0.37
N 2.27 0.25 -0.55
P 1.64 -0.59 0.74
S -1.17 -1.10 -0.13
H -1.91 1.18 -0.29
H -1.90 0.60 1.40
H -3.17 0.07 0.28
H 2.15 1.25 -0.55
H 2.29 -0.14 -1.48
H 1.92 -1.87 0.21
```

* LUMO level: -0.026 Eh
* HOMO energy: -7.84 eV
* net charge: 0

---

two:
The following is a DFT calculation (wB97M-V/def2-TZVPD) of the molecule CH6NPS.

Structure (XYZ):
```
10
Properties=species:S:1:pos:R:3
C 0.50 -0.01 -1.19
N -0.88 -1.03 0.73
P -0.36 0.70 0.29
S 1.25 1.28 1.42
H 0.95 -0.90 -0.88
H 1.10 0.68 -1.69
H -0.29 -0.22 -1.81
H -1.59 -1.18 1.44
H -1.07 -1.48 -0.13
H 0.39 2.16 1.83
```

* SMILES: CP(N)S
* LUMO level: 0.037 Eh
* HOMO energy: -8.50 eV
* net charge: 0

---

three:
The following is a DFT calculation (wB97M-V/def2-TZVPD) of a cluster of 2 separate species, CH6NPS in total.

Structure (XYZ):
```
10
Properties=species:S:1:pos:R:3
C -2.16 0.93 0.57
N 1.03 -1.28 -1.63
P 2.98 -1.08 0.59
S 1.86 -0.26 -0.85
H -1.40 1.39 0.16
H -2.31 1.45 1.47
H -2.04 -0.15 0.73
H 1.44 -2.14 -1.72
H 3.46 0.25 0.92
H -2.86 0.89 -0.24
```

* LUMO level (alpha / beta): -0.041 / -0.041 Eh
* HOMO energy (alpha / beta): -8.75 / -8.75 eV
* net charge: 0

---

Result of the stability comparison: two is the most stable of them.

---

one:
The following is a DFT calculation (wB97M-V/def2-TZVPD) of a structure of composition C37H46BBrF4N10OPS2Tl.

Structure (XYZ):
```
104
Properties=species:S:1:pos:R:3
Tl -0.15 0.05 0.33
C 2.19 3.00 -3.32
N 2.77 3.13 -1.98
C 3.57 4.17 -1.56
C 3.93 3.89 -0.29
N 3.37 2.68 0.06
B 3.43 2.15 1.54
N 3.56 0.58 1.52
C 4.73 -0.06 1.16
C 4.67 -1.33 1.59
N 3.45 -1.48 2.21
C 3.05 -2.68 2.96
C 2.76 -0.29 2.15
S 1.13 -0.03 2.67
C 2.66 2.21 -0.98
S 1.93 0.66 -1.21
H 2.21 3.98 -3.79
H 1.17 2.66 -3.23
H 2.75 2.29 -3.92
H 3.82 5.01 -2.19
H 4.55 4.45 0.40
H 4.43 2.59 2.06
H 2.42 2.47 2.12
H 5.53 0.45 0.63
H 5.40 -2.14 1.53
H 3.32 -3.57 2.39
H 1.98 -2.66 3.13
H 3.55 -2.71 3.92
F -3.29 -2.24 -6.72
C -3.00 -1.53 -5.66
C -3.82 -0.50 -5.27
F -4.89 -0.21 -5.99
C -3.52 0.23 -4.15
F -4.34 1.24 -3.87
C -2.41 -0.04 -3.36
P -2.14 0.92 -1.81
C -3.79 0.76 -1.04
C -4.02 -0.46 -0.42
C -5.23 -0.74 0.21
C -6.23 0.23 0.21
C -6.01 1.45 -0.41
C -4.80 1.72 -1.04
C -1.97 2.61 -2.47
C -2.37 3.72 -1.73
C -2.29 5.00 -2.28
C -1.77 5.18 -3.55
C -1.33 4.08 -4.28
C -1.42 2.80 -3.74
C -1.57 -1.07 -3.80
Br 0.05 -1.48 -2.95
C -1.86 -1.81 -4.93
F -1.07 -2.78 -5.34
H -3.24 -1.22 -0.44
H -5.40 -1.70 0.68
H -7.18 0.02 0.70
H -6.80 2.20 -0.43
H -4.67 2.67 -1.54
H -2.76 3.61 -0.73
H -2.63 5.85 -1.71
H -1.73 6.17 -3.99
H -0.92 4.21 -5.28
H -1.08 1.95 -4.32
N 1.70 -2.40 0.08
C 1.23 -3.78 -0.18
C -0.02 -4.16 0.60
C -1.31 -3.38 0.31
N -1.32 -2.05 0.99
H 2.56 -2.21 -0.43
H 1.92 -2.29 1.06
H 2.01 -4.51 0.05
H 1.03 -3.88 -1.25
H 0.19 -4.09 1.68
H -0.21 -5.21 0.39
H -2.14 -3.97 0.69
H -1.46 -3.25 -0.76
H -0.96 -2.15 1.94
H -2.27 -1.71 1.08
C -0.50 3.36 3.49
N -0.41 4.28 2.36
C -0.61 5.70 2.72
C -0.06 3.84 1.13
C 0.31 4.85 0.08
O 0.02 2.62 0.85
H -1.49 3.41 3.94
H 0.24 3.63 4.24
H -0.30 2.35 3.15
H -1.38 5.74 3.49
H -0.96 6.28 1.88
H 0.30 6.15 3.12
H 0.09 5.88 0.32
H -0.16 4.57 -0.85
H 1.39 4.76 -0.05
N -3.51 0.05 5.19
C -3.24 0.63 3.99
C -2.33 0.06 3.08
N -2.07 0.65 1.92
C -2.69 1.80 1.63
C -3.59 2.34 2.53
N -3.87 1.77 3.70
H -3.09 -0.82 5.49
H -4.18 0.49 5.80
H -1.81 -0.87 3.32
H -2.44 2.29 0.70
H -4.11 3.27 2.31
```

* LUMO level: -0.246 Eh
* HOMO energy: -12.89 eV
* net charge: +2

---

two:
The following is a DFT calculation (wB97M-V/def2-TZVPD) of a structure of composition C37H46BBrF4N10OPS2Tl.

Structure (XYZ):
```
104
Properties=species:S:1:pos:R:3
Tl 0.67 1.17 -0.37
C 3.09 4.09 -3.67
N 2.16 3.12 -4.25
C 2.26 2.59 -5.51
C 1.21 1.75 -5.67
N 0.47 1.78 -4.51
B -0.72 0.78 -4.22
N -1.78 1.57 -3.39
C -2.50 2.63 -3.88
C -3.37 3.03 -2.91
N -3.17 2.20 -1.84
C -3.94 2.24 -0.60
C -2.19 1.32 -2.14
S -1.53 0.12 -1.10
C 1.06 2.61 -3.65
S 0.55 3.12 -2.07
H 4.07 3.93 -4.12
H 3.14 3.93 -2.60
H 2.76 5.10 -3.87
H 3.05 2.88 -6.19
H 0.92 1.14 -6.50
H -1.20 0.45 -5.27
H -0.28 -0.14 -3.59
H -2.35 3.02 -4.87
H -4.12 3.80 -2.91
H -3.81 3.20 -0.11
H -3.62 1.43 0.04
H -5.00 2.10 -0.84
F -1.84 -6.97 -1.87
C -1.83 -5.89 -1.11
C -2.78 -5.72 -0.13
F -3.71 -6.64 0.07
C -2.75 -4.57 0.65
F -3.69 -4.45 1.59
C -1.79 -3.58 0.49
P -1.74 -2.13 1.61
C -3.45 -1.50 1.61
C -3.85 -0.65 2.64
C -5.13 -0.09 2.64
C -6.00 -0.36 1.60
C -5.59 -1.16 0.55
C -4.32 -1.72 0.54
C -1.52 -2.98 3.22
C -0.23 -3.47 3.44
C 0.07 -4.18 4.59
C -0.92 -4.39 5.55
C -2.20 -3.90 5.34
C -2.50 -3.20 4.18
C -0.84 -3.79 -0.51
Br 0.60 -2.59 -0.84
C -0.85 -4.92 -1.30
F 0.05 -5.11 -2.26
H -3.19 -0.45 3.47
H -5.44 0.53 3.47
H -7.00 0.05 1.61
H -6.27 -1.37 -0.27
H -4.02 -2.34 -0.29
H 0.54 -3.32 2.69
H 1.07 -4.56 4.75
H -0.69 -4.95 6.45
H -2.97 -4.08 6.07
H -3.51 -2.85 4.02
N -0.91 2.00 1.47
C -0.51 2.24 2.87
C 0.02 0.96 3.51
C 1.33 0.46 2.93
N 1.19 -0.08 1.55
H -1.37 2.83 1.10
H -1.61 1.25 1.42
H -1.35 2.62 3.46
H 0.26 3.01 2.88
H -0.73 0.17 3.44
H 0.17 1.15 4.57
H 1.72 -0.33 3.57
H 2.06 1.26 2.91
H 0.46 -0.81 1.53
H 2.06 -0.51 1.24
C 4.70 -1.79 -0.31
N 4.21 -1.42 -1.64
C 4.79 -2.08 -2.81
C 3.21 -0.56 -1.74
C 2.65 -0.24 -3.09
O 2.74 -0.03 -0.69
H 5.35 -2.65 -0.41
H 3.86 -2.05 0.34
H 5.25 -0.97 0.14
H 5.79 -2.43 -2.55
H 4.88 -1.39 -3.64
H 4.19 -2.94 -3.11
H 3.40 0.26 -3.71
H 1.79 0.40 -2.98
H 2.34 -1.15 -3.61
N 5.34 3.35 2.20
C 4.10 3.61 1.75
C 3.32 2.62 1.11
N 2.11 2.90 0.66
C 1.64 4.14 0.82
C 2.41 5.10 1.45
N 3.62 4.84 1.92
H 5.75 2.44 2.15
H 5.85 4.09 2.65
H 3.68 1.61 0.96
H 0.65 4.37 0.42
H 2.03 6.10 1.59
```

* LUMO level: -0.210 Eh
* HOMO energy: -12.62 eV
* net charge: +2

---

Result of the stability comparison: two is the most stable of them.